# 1
{"formula": "C9H19NOSi", "method": "ωB97M-V with the def2-TZVPD basis set", "symbols": ["C", "C", "C", "C", "C", "C", "C", "C", "C", "N", "O", "Si", "H", "H", "H", "H", "H", "H", "H", "H", "H", "H", "H", "H", "H", "H", "H", "H", "H", "H", "H"], "positions_angstrom": [[1.6461, 0.2557, -0.5554], [0.2368, 0.1585, -0.0879], [3.7913, 1.5994, -0.1593], [-2.2189, 2.7925, 0.2667], [-1.6773, -1.2499, -1.7522], [0.6205, -3.0356, -0.2327], [-1.6493, -2.0155, 1.4629], [2.5233, 1.1459, 0.3869], [-1.6831, 1.4757, 0.6715], [-0.2876, 1.3101, 0.2895], [2.0486, -0.2138, -1.5670], [-0.5650, -1.5814, -0.1805], [3.6217, 2.0249, -1.2382], [4.3967, 0.7487, -0.3752], [4.3679, 2.3042, 0.5098], [-2.4051, 2.9437, -0.7750], [-3.1905, 2.8226, 0.6403], [-1.6819, 3.5757, 0.7199], [-2.5287, -0.5225, -1.5931], [-0.9094, -0.9180, -2.5116], [-2.0747, -2.0983, -2.2455], [0.6592, -3.3997, -1.2260], [1.5487, -2.6446, 0.0216], [0.2769, -3.7850, 0.4612], [-2.4819, -2.5416, 1.0619], [-1.0926, -2.5434, 2.1274], [-2.0439, -1.0964, 1.8415], [1.7253, 1.9274, 0.6185], [2.7479, 0.5633, 1.2704], [-2.1786, 0.5901, 0.3377], [-1.5426, 1.4074, 1.8118]], "forces_ev_per_angstrom": [[-0.34, 1.17, 1.84], [1.19, 0.51, 0.07], [1.05, 2.10, -2.68], [-0.71, -0.62, -0.28], [1.10, 0.77, 0.31], [-1.72, 0.91, -0.39], [-0.06, 2.67, -3.98], [-2.82, 0.11, 0.37], [2.70, 0.36, 2.36], [-0.89, -2.12, -0.30], [1.03, -1.42, -1.73], [-1.93, 0.31, 0.83], [0.44, -0.20, 2.05], [0.74, -0.68, 0.08], [-0.76, -0.65, -0.85], [0.67, -0.04, -0.90], [-1.88, 0.34, 1.04], [0.80, 1.04, 0.26], [1.24, -0.56, -0.24], [-0.89, 0.38, 0.79], [-0.70, -1.25, -0.11], [0.22, -0.64, -0.98], [1.96, 0.36, 0.58], [0.00, -0.25, 0.17], [-0.72, -0.87, -0.13], [1.49, -1.51, 2.03], [-0.16, 0.49, 0.70], [1.42, -0.50, 0.16], [-0.49, -0.14, 0.56], [-0.79, -0.28, -0.41], [-1.19, 0.21, -1.23]], "de_lowest_kj_mol": 10.8, "total_energy_ha": -773.654335, "homo_lumo_gap_ev": [6.85, 6.90], "lumo_energy_ev": [0.85, -2.25], "spin_multiplicity": 3}

***

# 2
{"formula": "C9H19NPPb", "method": "ωB97M-V with the def2-TZVPD basis set", "symbols": ["C", "Pb", "N", "H", "H", "H", "H", "H", "H", "H", "H", "C", "P", "C", "C", "C", "C", "C", "C", "C", "H", "H", "H", "H", "H", "H", "H", "H", "H", "H", "H"], "positions_angstrom": [[1.1519, -3.4300, -1.2620], [1.2808, -2.0125, -2.9400], [0.5890, 1.5474, -2.0901], [-0.2530, -1.3075, -2.8218], [-0.2698, 1.8733, -1.6562], [1.9706, -1.5529, -4.4502], [0.7629, -4.1691, -1.9869], [0.5292, -3.4066, -0.3864], [2.1996, -3.6736, -1.0307], [1.3254, 1.9685, -1.5208], [0.6445, 2.0239, -2.9897], [-1.0935, -1.8320, 1.9027], [-0.5645, -1.0092, 0.3453], [-2.2027, -0.6238, -0.3802], [-0.0921, 0.6496, 1.0072], [-0.9748, 1.7262, 1.1805], [-0.4953, 2.9821, 1.5592], [0.8704, 3.1822, 1.7915], [1.7492, 2.1062, 1.6493], [1.2774, 0.8456, 1.2753], [-1.4384, -2.8456, 1.6672], [-1.8991, -1.2819, 2.4092], [-0.2247, -1.8929, 2.5879], [-2.9285, -0.2439, 0.3595], [-2.0987, 0.0987, -1.2093], [-2.6028, -1.5582, -0.8102], [-2.0451, 1.5965, 1.0190], [-1.1894, 3.8140, 1.6770], [1.2418, 4.1688, 2.0849], [2.8149, 2.2491, 1.8405], [1.9649, 0.0076, 1.1783]], "forces_ev_per_angstrom": [[0.86, -2.82, -1.77], [1.37, 3.16, 1.35], [0.03, 0.81, 0.15], [-1.33, 0.33, -0.26], [-0.15, 0.01, -0.01], [-0.08, -1.16, -0.76], [0.18, -0.81, 1.28], [-0.24, 0.74, -0.10], [-0.52, 0.00, 0.13], [-0.01, -0.33, -0.10], [-0.01, -0.22, 0.03], [-0.01, 0.13, 0.56], [0.33, 0.44, -0.29], [-0.53, -0.06, -0.17], [0.18, 0.12, 0.26], [0.38, 0.04, 0.01], [0.24, 0.01, 0.09], [-0.24, -0.17, -0.11], [0.01, -0.10, 0.18], [-0.47, 0.43, 0.03], [0.09, 0.13, 0.09], [0.11, -0.15, -0.01], [-0.44, -0.07, -0.36], [0.16, -0.10, -0.24], [0.05, -0.36, 0.35], [0.15, 0.36, 0.12], [0.28, 0.02, -0.04], [0.12, -0.16, -0.02], [-0.12, -0.35, -0.13], [-0.29, -0.05, -0.07], [-0.09, 0.17, -0.18]], "de_lowest_kj_mol": 112.8, "total_energy_ha": -943.090982, "homo_lumo_gap_ev": [3.19, 3.20], "lumo_energy_ev": [3.01, 3.01], "total_charge": -1}

***

# 3
{"formula": "C9H19NSi2", "method": "ωB97M-V with the def2-TZVPD basis set", "symbols": ["C", "C", "C", "C", "C", "C", "C", "C", "C", "N", "Si", "Si", "H", "H", "H", "H", "H", "H", "H", "H", "H", "H", "H", "H", "H", "H", "H", "H", "H", "H", "H"], "positions_angstrom": [[0.9877, -0.8512, -0.0871], [1.2516, 0.4460, -0.2852], [-0.2865, -1.2727, 0.3848], [1.8167, -1.9601, -0.7985], [2.5776, 1.0028, -0.8804], [-0.4432, -2.0414, 1.5893], [-3.2894, -1.8933, -0.7287], [-0.4087, 2.9134, -1.0049], [0.3147, 2.2548, 2.1876], [-1.4719, 0.5301, 0.4472], [-1.8632, -0.6969, -0.7425], [-0.1342, 1.5842, 0.4001], [1.0600, -2.6575, -1.1979], [2.4765, -2.3185, -0.0981], [2.2921, -1.5216, -1.6387], [2.6940, 2.0538, -0.5207], [2.3744, 0.9271, -1.9107], [3.3795, 0.3845, -0.4306], [-1.4399, -2.5025, 1.7654], [-0.2480, -1.5021, 2.5576], [0.2448, -2.8263, 1.5402], [-4.1698, -1.4522, -0.8879], [-2.9283, -2.7933, -1.3149], [-3.3970, -2.3644, 0.2856], [-0.9273, 3.7859, -0.6405], [0.5226, 3.2332, -1.1510], [-0.6361, 2.5240, -2.0254], [-0.1553, 1.7062, 3.0020], [1.3489, 2.3864, 2.2274], [0.0105, 3.3326, 2.1571], [-1.5527, -0.4109, -2.2006]], "forces_ev_per_angstrom": [[1.26, 0.81, -2.03], [0.49, 1.38, 1.33], [-3.99, 1.90, -2.05], [-3.18, 1.34, -0.17], [-1.45, -0.44, 2.83], [-1.93, 0.39, 2.66], [4.17, -2.82, 2.37], [-2.12, -2.06, 1.18], [-1.99, 1.31, -2.31], [-0.26, -2.99, -0.70], [2.57, 0.43, 1.66], [0.23, -0.16, -0.63], [0.73, -0.29, 0.40], [1.68, -1.56, 1.23], [0.74, 0.36, -0.63], [0.07, -0.76, -0.62], [0.87, 0.16, -1.58], [-0.04, 0.43, -0.96], [0.46, 0.33, -0.48], [0.20, -0.17, -0.95], [1.31, -1.47, 0.01], [-3.59, 1.28, -1.50], [-0.95, 1.28, -0.09], [0.22, 0.64, -0.51], [-0.77, 0.13, -0.35], [4.26, 1.67, -0.53], [-0.71, 0.14, 1.03], [0.22, 0.08, -0.10], [1.93, -0.49, 0.50], [-0.40, -0.77, 0.44], [-0.01, -0.04, 0.56]], "de_lowest_kj_mol": 322.6, "total_energy_ha": -987.980604, "homo_lumo_gap_ev": 8.56, "lumo_energy_ev": 0.72}

***

# 4
{"formula": "C9H19O7PS", "method": "ωB97M-V with the def2-TZVPD basis set", "symbols": ["C", "C", "C", "C", "C", "C", "O", "C", "S", "O", "O", "O", "C", "C", "P", "O", "O", "O", "H", "H", "H", "H", "H", "H", "H", "H", "H", "H", "H", "H", "H", "H", "H", "H", "H", "H", "H"], "positions_angstrom": [[3.1194, 1.0857, 2.4308], [1.8430, 0.8307, 1.3880], [1.8888, -0.7703, 0.9972], [1.1777, -1.1514, -0.4275], [1.9791, -0.3233, -1.5992], [-0.4534, -1.0082, -0.4650], [-0.9037, -1.7718, -1.6774], [-1.1838, -1.8203, 0.8020], [-2.9646, -1.3121, 1.0889], [-3.1703, -1.3257, 2.6540], [-3.8976, -2.4130, 0.5324], [-3.3414, 0.2780, 0.5893], [-2.0204, 0.9805, 0.6562], [-1.0033, 0.5439, -0.5746], [-1.9523, 0.9274, -2.2019], [-3.2300, 0.0230, -2.4423], [-2.5722, 2.5849, -2.0417], [-0.8420, 0.9789, -3.5548], [4.1679, 0.8862, 1.9123], [3.0217, 0.2341, 3.2611], [3.0976, 2.1491, 2.9319], [0.8702, 1.1524, 1.9597], [1.9387, 1.5552, 0.4612], [1.5337, -1.3967, 1.9207], [3.0475, -1.0291, 0.8651], [1.4145, -2.3049, -0.6235], [3.0825, -0.1293, -1.1957], [2.0726, -1.0539, -2.5324], [1.4880, 0.7151, -1.8780], [-0.3899, -1.4827, -2.4855], [-0.6197, -1.6887, 1.8174], [-1.1845, -2.9601, 0.4555], [-2.2847, 2.1319, 0.6093], [-1.5906, 0.7791, 1.7266], [-0.1104, 1.3365, -0.5351], [-1.8775, 3.0778, -1.5137], [-0.1503, 1.6908, -3.3112]], "forces_ev_per_angstrom": [[-0.30, -0.87, 0.08], [0.88, 0.24, 0.71], [0.72, 0.63, -0.12], [0.75, -0.37, 0.75], [0.30, -0.70, 0.03], [-0.07, -0.60, -0.92], [1.16, 1.38, 0.86], [1.74, 0.11, -1.55], [-5.54, -4.72, 5.17], [1.77, 1.04, -5.46], [3.54, 4.55, 0.45], [3.14, -1.96, 0.07], [-0.05, 1.13, 0.25], [0.42, 1.30, 0.92], [-5.14, -1.32, -1.90], [5.34, 3.37, 0.62], [3.21, -2.45, 0.78], [-0.36, 1.48, 3.61], [-2.30, 0.61, 0.92], [0.23, 2.04, -1.59], [0.06, -2.19, -1.04], [1.72, -0.84, -1.12], [-0.08, -1.64, 1.72], [0.48, 1.14, -1.84], [-2.53, 0.47, 0.25], [-0.75, 2.47, 0.47], [-2.45, -0.34, -0.98], [-0.27, 1.96, 1.76], [1.05, -2.28, 0.47], [-0.68, -0.24, 1.39], [-1.32, -0.06, -1.99], [-0.44, 2.58, 0.91], [0.51, -2.51, -0.04], [-0.43, 0.31, -2.09], [-1.74, -1.82, 0.08], [-1.16, -0.40, -0.87], [-1.43, -1.52, -0.78]], "total_energy_ha": -1620.367726, "homo_lumo_gap_ev": 9.67, "smiles": "CCC[C@H](C)[C@@]1(O)CS(=O)(=O)OC[C@@H]1P(=O)(O)O", "lumo_energy_ev": -0.51}

***

# 5
{"formula": "C9H20AlClFO8S", "method": "ωB97M-V with the def2-TZVPD basis set", "symbols": ["O", "O", "C", "Al", "F", "S", "Cl", "H", "H", "H", "H", "C", "C", "O", "C", "O", "O", "C", "H", "H", "H", "H", "H", "H", "H", "H", "C", "C", "O", "C", "O", "O", "C", "H", "H", "H", "H", "H", "H", "H", "H"], "positions_angstrom": [[-1.1205, -0.9004, -0.9576], [-0.9849, -0.7048, -2.2395], [-1.6532, 0.5268, -2.6911], [-3.6766, 0.5875, -2.3493], [-4.3513, 2.0238, -3.4493], [-4.7529, -1.3000, -3.0565], [-4.1734, 1.1769, -0.2040], [-1.5963, -1.7860, -0.8866], [-1.1856, 1.5177, -2.2392], [-1.4628, 0.5977, -3.8647], [-4.8078, -2.2967, -2.0695], [-0.5555, -1.5384, 6.1350], [0.1937, -1.4832, 4.8160], [-0.5548, -2.1368, 3.7837], [-1.5437, -1.3988, 3.2209], [-1.8375, -0.2493, 3.5098], [-2.1654, -2.1674, 2.2912], [-3.2742, -1.5290, 1.6615], [-0.8257, -2.5702, 6.3822], [0.0533, -1.1269, 6.9446], [-1.4896, -0.9698, 6.0822], [1.1416, -2.0232, 4.9122], [0.4381, -0.4525, 4.5333], [-2.9899, -0.5566, 1.2466], [-4.0965, -1.4197, 2.3755], [-3.6110, -2.1669, 0.8398], [3.3584, -0.5242, -1.0492], [2.2013, 0.2732, -1.6235], [2.5223, 1.6691, -1.6637], [3.2810, 2.0652, -2.7157], [3.6976, 1.3492, -3.6129], [3.5145, 3.3960, -2.5888], [4.3589, 3.9339, -3.6044], [3.6603, -0.1203, -0.0774], [3.0825, -1.5751, -0.9271], [4.2361, -0.4711, -1.7014], [1.3267, 0.1665, -0.9731], [1.9112, -0.0933, -2.6152], [3.9835, 3.6904, -4.6035], [5.3808, 3.5644, -3.4742], [4.3674, 5.0220, -3.4972]], "forces_ev_per_angstrom": [[-1.51, -2.09, 5.25], [0.97, 1.70, -6.00], [-0.14, 1.43, -0.86], [-0.52, 2.08, -0.70], [1.03, -2.31, 1.61], [-0.22, -0.93, 0.60], [0.12, -0.21, -0.99], [0.62, 1.56, -0.08], [-0.40, -2.07, -0.66], [-0.23, -0.44, 2.50], [0.29, 1.36, -0.73], [-0.35, 0.04, 0.04], [0.16, 0.22, 0.41], [-0.36, 0.39, -0.48], [-0.56, 0.53, -0.17], [0.54, -1.69, -0.29], [0.99, 0.37, 1.07], [-0.46, 0.49, -0.40], [0.18, 0.08, -0.03], [-0.02, -0.04, -0.08], [0.21, 0.02, -0.05], [-0.25, -0.10, -0.27], [-0.26, -0.19, -0.06], [-0.12, -0.26, 0.23], [0.14, 0.13, -0.10], [0.23, -0.06, 0.21], [0.37, 0.12, -0.07], [-0.25, -0.87, 0.13], [0.70, 0.81, -1.10], [-0.10, -0.72, 0.11], [-0.48, 1.09, 1.10], [-0.21, -0.78, -0.11], [0.20, 0.20, -0.28], [-0.17, -0.09, -0.03], [-0.04, 0.13, -0.01], [-0.16, -0.06, -0.01], [0.14, 0.32, -0.19], [0.13, 0.24, 0.18], [0.13, -0.11, 0.22], [-0.17, -0.05, -0.16], [-0.17, -0.24, 0.23]], "total_energy_ha": -2157.680781, "homo_lumo_gap_ev": 7.92, "lumo_energy_ev": 2.56, "total_charge": -1}

***

# 6
{"formula": "C9H20BO8", "method": "ωB97M-V with the def2-TZVPD basis set", "symbols": ["B", "C", "C", "C", "O", "O", "H", "H", "H", "H", "H", "H", "H", "H", "C", "O", "C", "O", "O", "C", "H", "H", "H", "H", "H", "H", "C", "O", "C", "O", "O", "C", "H", "H", "H", "H", "H", "H"], "positions_angstrom": [[-1.7602, -3.3019, 3.3718], [-0.7517, -4.4935, 2.7496], [0.7350, -4.3019, 3.2009], [1.5747, -3.8356, 2.0516], [2.2117, -2.7936, 2.0504], [1.5859, -4.6069, 0.9329], [-2.7801, -3.8461, 3.7921], [-1.2267, -2.7261, 4.3115], [-2.0418, -2.5137, 2.4744], [-0.7883, -4.4435, 1.6627], [-1.1022, -5.4824, 3.0396], [0.8498, -3.5758, 3.9913], [1.1096, -5.2628, 3.5671], [1.1254, -5.4209, 1.1584], [1.2840, -0.7200, 0.5895], [0.8695, 0.5949, 0.1366], [0.1452, 1.2719, 1.0225], [-0.1672, 0.9128, 2.1189], [-0.1757, 2.4618, 0.4798], [-0.9529, 3.2905, 1.3389], [1.8720, -1.1468, -0.2172], [1.8918, -0.6446, 1.4774], [0.4128, -1.3421, 0.7756], [-0.4053, 3.5208, 2.2512], [-1.8992, 2.8115, 1.5841], [-1.1437, 4.2101, 0.7908], [-0.4897, 4.9126, -5.9674], [-0.3754, 3.5651, -5.5203], [-0.0403, 3.4470, -4.2280], [0.1563, 4.3665, -3.4778], [0.0326, 2.1598, -3.9376], [0.3857, 1.8686, -2.5703], [-0.7624, 4.8676, -7.0184], [-1.2676, 5.4380, -5.4159], [0.4593, 5.4360, -5.8638], [-0.3511, 2.2677, -1.8847], [1.3708, 2.2661, -2.3392], [0.4094, 0.7889, -2.4789]], "forces_ev_per_angstrom": [[-0.08, -0.49, -0.21], [0.11, 0.74, 0.57], [-0.37, -0.62, -0.63], [0.84, 1.30, 0.45], [-0.43, -1.29, -0.20], [0.34, -0.01, 0.18], [-0.17, 0.07, -0.05], [0.11, 0.06, 0.03], [-0.03, 0.17, 0.05], [-0.11, -0.13, -0.20], [0.07, -0.19, 0.07], [-0.14, 0.19, 0.16], [0.33, -0.03, -0.05], [-0.35, -0.10, -0.12], [-0.10, 0.07, -0.25], [-0.05, 0.03, -0.05], [0.21, -0.11, -0.13], [-0.05, 0.01, 0.23], [0.00, 0.06, -0.08], [-0.11, 0.19, 0.00], [-0.01, 0.11, -0.05], [-0.05, 0.08, 0.17], [-0.02, 0.06, 0.16], [-0.04, -0.09, 0.05], [0.04, -0.05, 0.10], [0.07, -0.05, -0.10], [-0.04, 0.11, -0.15], [-0.02, 0.01, -0.10], [-0.02, -0.15, 0.00], [0.02, 0.14, 0.05], [0.03, -0.09, 0.02], [0.08, -0.20, 0.01], [0.00, -0.12, 0.00], [0.07, 0.03, 0.07], [-0.02, 0.03, 0.10], [0.00, 0.14, 0.00], [-0.04, 0.11, 0.03], [-0.05, -0.02, -0.15]], "total_energy_ha": -981.738466, "homo_lumo_gap_ev": 7.24, "lumo_energy_ev": 2.36, "total_charge": -1}

***

# 7
{"formula": "C9H20Cl2N2O2PSTb", "method": "ωB97M-V with the def2-TZVPD basis set", "symbols": ["C", "C", "H", "H", "H", "O", "Cl", "Tb", "P", "C", "C", "H", "H", "H", "C", "H", "H", "H", "H", "H", "H", "C", "O", "Cl", "C", "N", "C", "S", "N", "C", "H", "H", "H", "H", "H", "H", "H", "H"], "positions_angstrom": [[0.4291, -4.6708, -2.0739], [0.3672, -3.5441, -1.0996], [-0.5751, -5.0975, -2.1731], [1.1304, -5.4396, -1.7580], [0.7389, -4.2851, -3.0563], [-0.5828, -2.7987, -0.9144], [1.8566, -3.2912, -0.2409], [-0.2719, 1.1919, 0.3733], [-0.2491, 0.8549, -2.4351], [-1.7123, 1.2694, -3.4636], [0.9802, 2.1335, -2.9154], [1.3270, -0.9480, -2.7635], [0.6306, -0.4068, -4.3289], [-0.3160, -1.4441, -3.2041], [0.4090, -0.6253, -3.2729], [1.9864, 1.7535, -2.6959], [0.8934, 2.3513, -3.9907], [-1.4070, 1.4720, -4.5052], [-2.2125, 2.1555, -3.0428], [0.8175, 3.0480, -2.3254], [-2.4237, 0.4273, -3.4317], [-2.2944, 0.1516, -0.5228], [-3.2512, -0.3793, -0.9041], [0.3123, 3.5274, 0.9224], [-0.7096, 2.2544, 4.3795], [-0.9285, 0.8055, 4.1468], [-0.3301, 0.2050, 3.0759], [-1.2483, -0.7328, 1.9585], [1.0310, 0.3594, 2.9244], [1.8671, 0.3943, 4.1613], [0.3622, 2.4794, 4.4523], [-1.1987, 2.5128, 5.3273], [-1.1571, 2.8769, 3.5815], [-1.9154, 0.5510, 4.2174], [1.4184, -0.2945, 2.2288], [2.5289, -0.4813, 4.1634], [2.4732, 1.3020, 4.1628], [1.2243, 0.3621, 5.0426]], "forces_ev_per_angstrom": [[-0.45, -0.28, -0.08], [-2.01, 1.13, -0.20], [0.20, 0.12, -0.05], [0.02, 0.08, -0.05], [0.00, -0.03, 0.27], [1.69, -1.05, -0.28], [0.53, 0.32, 0.43], [0.78, 0.64, 0.31], [0.56, 0.26, -1.83], [-0.31, 0.02, 0.47], [-0.07, 0.12, 0.32], [-0.14, 0.05, -0.21], [-0.11, 0.04, 0.37], [0.11, 0.16, -0.07], [0.08, -0.38, 0.34], [-0.16, 0.14, -0.10], [0.07, -0.05, 0.38], [-0.07, -0.13, 0.51], [0.10, -0.20, -0.29], [0.10, -0.13, -0.34], [0.25, 0.33, -0.14], [-5.06, -2.43, -1.73], [4.02, 2.14, 1.50], [-0.33, -0.70, -0.17], [0.22, 0.40, 0.62], [-0.06, -0.12, -1.80], [0.16, 0.07, 1.44], [0.50, 0.26, 0.26], [-1.07, -1.04, -0.15], [0.58, 0.47, -0.10], [-0.42, -0.06, 0.01], [0.27, -0.07, -0.27], [0.20, -0.44, 0.25], [0.36, 0.02, -0.01], [-0.35, 0.22, 0.59], [-0.23, 0.26, -0.08], [-0.06, -0.13, 0.12], [0.09, 0.01, -0.22]], "total_energy_ha": -3098.821569, "homo_lumo_gap_ev": [8.15, 8.60], "lumo_energy_ev": [-8.19, -7.75], "total_charge": 2, "spin_multiplicity": 7}